76
Properties=species:S:1:pos:R:3 method="wB97M-V/def2-TZVPD" gap_ev="7.221 / 5.931" multiplicity=2 total_charge=+2 s_squared=0.775
Ir 0.857 0.005 -0.960
S 2.272 -1.806 -0.523
S 2.037 0.414 -2.862
P -0.424 -0.470 1.495
O 1.835 1.563 -0.144
O 3.521 2.598 0.826
N 0.240 -2.578 -2.097
N 1.724 -4.204 -1.475
N -0.253 -1.301 -1.973
N -0.666 1.233 -1.626
C 2.043 0.192 2.566
C -4.163 0.457 0.111
C -4.826 0.966 1.216
C -2.845 0.630 2.544
C 5.716 2.937 -2.666
C -0.835 2.524 -1.373
C 0.648 -2.921 2.469
C -1.869 3.248 -1.955
C 4.948 2.847 -1.504
C -2.723 2.612 -2.836
C -1.351 -2.995 0.938
C 1.362 -2.927 -1.416
C -2.545 1.257 -3.098
C 4.211 1.469 -3.797
C 0.559 0.556 2.734
C 0.230 0.335 4.217
C -2.153 -1.669 -3.533
C -4.162 1.045 2.432
C -2.151 0.138 1.434
C -0.674 -2.248 2.092
C -1.512 0.587 -2.473
C 3.802 2.082 -1.456
C 3.040 2.073 -0.145
C 0.318 2.023 2.363
C -1.616 -2.334 3.299
C 3.411 1.382 -2.625
C 5.350 2.236 -3.812
C -2.842 0.052 0.230
C -1.262 -0.858 -2.658
H 1.027 2.643 2.914
H 2.424 0.484 1.592
H -3.186 -1.552 -3.203
H -4.675 1.428 3.304
H 0.548 -0.649 4.557
H -2.371 0.700 3.505
H -0.117 2.973 -0.699
H 2.618 0.741 3.313
H -0.811 0.476 4.479
H -0.252 -3.235 -2.686
H -1.934 -2.733 -3.522
H 5.236 3.379 -0.608
H -1.429 -4.054 1.193
H -0.692 2.347 2.613
H 2.596 -4.485 -1.054
H -1.228 -1.827 4.178
H -2.359 -2.620 0.759
H 2.224 -0.867 2.727
H -2.610 -1.952 3.074
H -2.340 -0.383 -0.620
H -5.856 1.286 1.136
H -1.726 -3.390 3.557
H 3.907 0.918 -4.676
H -0.786 -2.910 0.012
H 0.474 -3.992 2.585
H -2.090 -1.323 -4.566
H -4.677 0.371 -0.838
H -1.983 4.295 -1.718
H 1.022 -2.551 3.422
H -3.207 0.739 -3.777
H 0.498 2.196 1.305
H 6.600 3.559 -2.673
H 5.957 2.290 -4.705
H -3.519 3.157 -3.322
H 0.802 1.069 4.789
H 1.429 -2.783 1.723
H 1.234 -4.892 -2.024



54
Properties=species:S:1:pos:R:3 method="wB97M-V/def2-TZVPD" gap_ev=9.981 total_charge=0
P -33.036 -55.246 -22.758
P -26.179 -56.332 -18.259
O -24.708 -56.501 -18.219
O -33.890 -54.346 -21.789
O -26.592 -55.011 -17.471
O -31.694 -55.475 -22.103
O -33.794 -56.691 -22.976
O -32.698 -54.406 -24.059
O -26.845 -56.411 -19.764
O -26.888 -57.470 -17.345
O -33.480 -51.228 -18.170
O -30.447 -56.514 -16.257
C -26.111 -57.128 -20.794
C -30.101 -56.741 -18.569
C -33.747 -57.620 -21.847
C -30.272 -58.769 -17.016
C -30.271 -57.264 -17.204
C -26.723 -57.531 -15.976
C -31.791 -51.333 -16.536
C -34.247 -53.110 -22.116
C -27.654 -54.122 -17.869
C -32.766 -51.972 -17.543
C -32.707 -53.486 -17.510
C -31.411 -54.362 -24.609
H -32.698 -57.879 -21.410
H -27.016 -56.768 -15.388
H -27.214 -53.254 -17.368
H -32.207 -50.312 -16.494
H -25.788 -57.604 -15.914
H -31.773 -53.508 -18.168
H -31.895 -52.005 -15.570
H -32.546 -54.059 -16.665
H -34.299 -58.490 -22.082
H -34.302 -57.362 -21.089
H -30.947 -58.846 -16.149
H -34.549 -53.387 -23.135
H -29.293 -58.984 -16.874
H -30.887 -56.957 -19.365
H -35.080 -52.514 -21.571
H -33.409 -52.301 -22.178
H -31.163 -54.041 -25.587
H -30.763 -51.164 -17.107
H -29.220 -57.006 -19.106
H -25.886 -58.071 -20.477
H -27.021 -57.286 -21.543
H -31.040 -55.333 -24.525
H -29.995 -55.777 -18.521
H -25.231 -56.537 -21.073
H -27.926 -53.967 -18.855
H -33.465 -53.894 -18.146
H -28.535 -54.527 -17.403
H -27.023 -58.463 -15.747
H -30.812 -53.753 -24.006
H -30.993 -59.115 -17.837



111
Properties=species:S:1:pos:R:3 method="wB97M-V/def2-TZVPD" gap_ev=10.834 total_charge=0
O 4.696 7.751 -2.263
O 3.367 7.354 0.736
O 4.226 5.453 1.609
C 3.547 8.125 -1.524
C 4.266 6.635 1.437
C 1.196 5.395 -0.008
C -7.101 -9.737 -2.297
C 1.625 6.628 -0.786
C 9.138 8.708 1.840
C -2.654 -0.794 -1.071
C -5.726 -10.403 -2.272
C -2.033 0.509 -1.571
C -4.916 -7.027 1.525
C -8.333 -11.812 -3.199
C -1.050 -2.928 1.818
C 5.330 8.894 -2.817
C 9.886 8.081 4.798
C 8.547 7.576 2.683
C -2.838 -7.129 0.005
C -8.446 -11.299 -4.630
C -4.122 -7.040 2.831
C -3.806 -8.443 3.337
C -1.668 -1.717 -0.333
C -8.283 -10.698 -2.154
C -1.146 2.799 -0.867
C -1.418 1.359 -0.461
C -1.976 -1.908 1.150
C 6.271 8.482 -3.930
C 8.451 10.062 2.013
C -5.438 -11.150 -0.975
C -0.689 3.680 0.289
C 8.509 7.848 4.186
C 6.971 10.040 1.648
C -4.214 -7.700 0.344
C -0.291 5.096 -0.155
C 3.091 6.968 -0.646
C -2.870 -5.653 -0.374
H 5.058 7.275 1.859
H -3.182 -8.995 2.632
H 10.373 8.960 4.373
H -9.210 -10.118 -2.210
H -3.525 -5.483 -1.232
H -3.237 -5.036 0.449
H 9.084 8.416 0.786
H 1.781 4.530 -0.342
H 3.708 6.093 -0.869
H -3.488 -0.544 -0.404
H -5.158 -5.993 1.266
H -5.625 -11.087 -3.120
H -0.652 -1.317 -0.426
H -1.646 -2.701 -0.810
H -0.858 5.836 0.417
H 1.416 6.484 -1.852
H -0.583 5.239 -1.203
H 7.534 7.351 2.337
H -3.191 -6.480 2.706
H 7.257 8.214 -3.551
H -5.875 -7.528 1.688
H 9.130 6.668 2.501
H 1.444 5.535 1.047
H -9.187 -12.458 -2.978
H -7.203 -9.167 -3.224
H -1.486 3.719 1.036
H -1.875 -5.290 -0.634
H 10.539 7.223 4.622
H -5.520 -10.474 -0.121
H -1.908 -0.941 1.658
H -3.017 -2.230 1.245
H -1.269 0.276 -2.323
H 7.868 8.710 4.392
H 8.564 10.410 3.044
H 1.044 7.497 -0.455
H 9.819 8.233 5.876
H -4.114 -8.771 0.540
H -0.380 2.818 -1.652
H 8.033 6.997 4.680
H 6.830 9.709 0.615
H 5.871 9.413 -2.014
H -8.270 -11.147 -1.157
H 2.754 8.442 -2.216
H -7.151 -9.003 -1.486
H 5.863 7.617 -4.452
H 8.967 10.797 1.390
H -9.335 -10.676 -4.751
H -2.159 -7.271 0.851
H 10.202 8.818 2.066
H 4.566 9.589 -3.187
H -8.518 -12.124 -5.341
H 6.524 11.030 1.745
H -3.275 -8.411 4.289
H -0.479 0.906 -0.130
H -7.446 -12.446 -3.108
H 0.164 3.204 0.786
H -6.132 -11.976 -0.812
H -4.966 -9.631 -2.417
H -0.101 -3.003 1.282
H -2.413 -7.706 -0.820
H -2.085 1.350 0.411
H -7.580 -10.699 -4.913
H 6.412 9.362 2.295
H -4.724 -9.018 3.485
H -1.506 -3.919 1.830
H -2.053 3.229 -1.308
H 6.393 9.287 -4.654
H -4.695 -6.502 3.591
H -4.859 -7.615 -0.537
H -2.797 1.100 -2.086
H 3.776 8.973 -0.869
H -4.429 -11.566 -0.975
H -0.824 -2.663 2.851
H -3.093 -1.327 -1.916